7
Properties=species:S:1:pos:R:3:forces:R:3 method="wB97M-V/def2-TZVPD" orbital_gap_ha=0.307 lumo_energy_ev=-2.436 total_energy_ha=-8289.0746 de_lowest_kcal_mol=23.1 fmax_ha_per_bohr=0.1040
O 1.7710 1.4120 -0.2437 -0.16 0.33 0.10
O 0.8513 -0.7893 -0.9149 1.05 -1.09 -1.42
O -0.9219 0.9467 -0.0416 1.34 0.00 -0.20
P 0.7819 0.3996 0.0421 -4.50 1.28 2.58
Br -0.4028 -2.0417 -0.9655 -0.74 -0.97 -0.06
Br 0.7393 -0.4250 2.1390 0.23 0.40 -1.12
Br -2.8189 0.4977 -0.0153 2.79 0.05 0.12

---

94
Properties=species:S:1:pos:R:3:forces:R:3 method="wB97M-V/def2-TZVPD" orbital_gap_ha="0.233 / 0.156" lumo_energy_ev="-5.456 / -7.655" total_energy_ha=-9208.0666 charge=+2 de_lowest_kcal_mol=33.3 spin_multiplicity=6 fmax_ha_per_bohr=0.0242
Fe 1.9661 -0.7763 0.8093 1.15 0.09 0.47
Cl 1.9258 -2.9353 -0.5640 -0.24 -0.40 -0.14
C 3.6210 -3.4289 -0.5104 -0.03 0.09 -0.01
C 4.0606 -4.2683 -1.5156 0.07 0.01 0.06
C 5.3907 -4.6552 -1.4969 -0.02 0.02 0.02
C 6.2270 -4.1929 -0.4918 -0.03 -0.02 -0.03
C 5.7421 -3.3571 0.5001 0.00 0.01 0.01
Cl 6.8376 -2.8112 1.7175 -0.01 -0.01 0.01
C 4.4016 -2.9397 0.5331 -0.06 -0.01 0.06
S 3.7821 -1.8881 1.7853 -0.02 -0.02 -0.10
H 3.3832 -4.6198 -2.2797 -0.03 0.00 -0.03
H 5.7739 -5.3149 -2.2617 0.01 -0.01 -0.01
H 7.2680 -4.4806 -0.4695 0.03 -0.01 0.01
C -1.9673 -2.6143 -3.5814 0.06 -0.01 -0.02
C -0.6379 -2.0682 -3.0442 0.22 0.04 0.03
Ge -1.0250 -1.4798 -1.2080 -0.54 -0.08 -0.44
C -1.2621 -3.0486 -0.0627 0.07 0.12 0.17
C -2.7324 -3.2405 0.3170 0.04 -0.03 -0.01
C -2.5999 -0.3383 -1.2320 0.04 0.26 -0.06
C -2.4327 0.9950 -1.1910 -0.09 -0.23 -0.12
Ge -0.5226 1.3835 -1.2073 -0.03 0.25 -0.01
C 0.2192 1.7764 -2.9673 0.09 -0.17 0.00
C -0.3769 3.0802 -3.5137 0.03 -0.01 -0.01
C 0.3690 2.4139 0.1880 0.02 -0.08 0.07
C -0.4308 3.5998 0.7383 0.03 0.01 0.01
C -3.4994 2.0111 -1.2838 -0.04 -0.15 0.03
C -4.8472 1.6394 -1.2961 -0.02 0.02 0.03
C -5.8387 2.5927 -1.4348 0.01 0.01 0.01
C -5.5050 3.9361 -1.5662 0.03 0.00 0.00
C -4.1739 4.3207 -1.5460 -0.02 -0.02 0.01
C -3.1840 3.3614 -1.3979 0.06 0.04 0.00
H -1.8026 -3.0730 -4.5569 -0.01 -0.01 -0.01
H -2.7086 -1.8267 -3.7075 -0.02 0.03 0.00
H -2.3904 -3.3851 -2.9345 -0.01 -0.03 0.02
H -0.2618 -1.2628 -3.6694 0.00 0.03 -0.04
H 0.1224 -2.8483 -2.9983 0.01 0.01 -0.01
H -0.6435 -2.9833 0.8303 0.04 -0.07 -0.02
H -0.8916 -3.8909 -0.6493 0.00 -0.02 0.02
H -3.1336 -2.3761 0.8493 0.00 0.03 0.02
H -2.8357 -4.1095 0.9670 -0.01 -0.02 0.01
H -3.3685 -3.4056 -0.5526 -0.02 0.00 -0.02
H -3.5818 -0.7881 -1.3688 -0.04 -0.02 0.18
H 0.0385 0.9507 -3.6522 -0.02 -0.01 -0.05
H 1.2969 1.8725 -2.8266 0.05 -0.01 -0.05
H -1.4480 2.9981 -3.6918 -0.02 -0.01 0.00
H 0.0998 3.3218 -4.4635 0.00 0.02 -0.02
H -0.2035 3.9244 -2.8439 0.00 0.02 0.02
H 1.3064 2.7445 -0.2641 0.03 0.04 0.05
H 0.6222 1.7277 0.9938 0.01 0.02 0.00
H -0.4912 4.4187 0.0224 -0.03 0.00 -0.01
H 0.0614 3.9886 1.6304 0.01 0.03 0.00
H -1.4511 3.3276 1.0117 -0.01 -0.01 0.01
H -5.1286 0.5989 -1.2028 -0.01 -0.01 0.00
H -6.8764 2.2903 -1.4451 -0.03 0.00 -0.01
H -6.2820 4.6773 -1.6860 -0.02 0.03 0.00
H -3.9060 5.3625 -1.6513 0.00 0.03 0.01
H -2.1468 3.6769 -1.3828 0.00 0.00 -0.03
C 2.8169 -0.7404 -2.8569 0.00 0.00 -0.01
C 3.4149 0.2636 -1.9341 -0.04 0.03 0.10
N 3.1201 0.4197 -0.6609 -0.22 0.04 -0.20
C 3.8666 1.4448 -0.1011 0.03 0.00 0.03
C 4.7186 2.0589 -0.9582 -0.07 -0.03 0.03
S 4.6019 1.3465 -2.5003 0.03 0.03 -0.06
C 3.6961 1.7216 1.3231 0.01 0.02 -0.06
C 4.3203 2.6625 2.0755 -0.03 -0.02 -0.03
S 3.8533 2.4963 3.7060 0.06 0.01 0.06
C 2.8445 1.1779 3.2990 -0.02 0.02 -0.13
N 2.8433 0.9001 2.0207 -0.30 0.16 0.21
C 2.0974 0.4097 4.3348 0.03 0.03 0.04
H 1.8395 -1.0440 -2.4949 -0.03 0.01 -0.03
H 3.4533 -1.6250 -2.9174 -0.02 -0.03 0.03
H 2.7166 -0.3295 -3.8604 0.01 0.01 -0.02
H 5.4007 2.8667 -0.7606 0.05 0.03 0.03
H 5.0268 3.4140 1.7696 0.04 0.02 -0.03
H 2.7921 -0.0492 5.0379 0.01 -0.01 0.01
H 1.5373 -0.3916 3.8639 0.00 -0.09 -0.01
H 1.4312 1.0595 4.9044 -0.02 0.00 0.01
O -0.2744 -2.0682 3.0202 -0.01 -0.18 0.07
C -0.4572 -0.9737 2.5120 -0.02 0.01 -0.12
O 0.1052 -0.4991 1.4650 -0.16 0.14 -0.10
C -1.4674 -0.0330 3.1765 -0.02 0.09 0.04
N -2.0658 -0.8161 4.3267 0.13 -0.04 -0.14
C -3.5320 -0.9926 4.0336 -0.06 0.00 0.00
C -3.8639 0.2505 3.2278 0.04 0.03 0.04
C -2.6566 0.3813 2.2999 -0.03 -0.04 0.01
H -0.9276 0.8289 3.5684 -0.04 -0.01 0.07
H -1.9148 -0.3617 5.2250 -0.01 0.00 -0.04
H -1.5271 -1.7092 4.2957 -0.06 0.02 0.11
H -4.0859 -1.1134 4.9603 0.04 0.00 0.02
H -3.6280 -1.8991 3.4372 0.00 0.00 0.01
H -3.9336 1.1154 3.8909 -0.05 0.02 -0.01
H -4.8071 0.1571 2.6956 -0.02 -0.02 -0.01
H -2.5353 1.3851 1.8989 0.03 0.00 0.01
H -2.7483 -0.2975 1.4519 -0.01 0.02 0.01

---

43
Properties=species:S:1:pos:R:3:forces:R:3 method="wB97M-V/def2-TZVPD" orbital_gap_ha=0.288 lumo_energy_ev=-0.165 total_energy_ha=-4100.6230 de_lowest_kcal_mol=0.0 fmax_ha_per_bohr=0.0246
Au -0.1337 -0.3088 -0.3649 -0.34 -1.18 0.30
F 2.3912 -0.9208 -6.8305 0.00 0.00 -0.01
C 1.6247 -1.0453 -5.7474 -0.02 0.00 0.01
C 2.1978 -1.1455 -4.4934 -0.01 0.00 0.01
F 3.5278 -1.1220 -4.3659 0.00 0.00 0.00
C 1.3934 -1.2819 -3.3774 0.00 -0.01 -0.02
F 2.0188 -1.3940 -2.1923 0.02 0.00 0.01
C 0.0048 -1.3038 -3.4504 -0.05 0.01 -0.08
S -1.0666 -1.5249 -2.0683 -0.01 0.35 -0.26
C -0.5372 -1.2050 -4.7308 0.02 0.01 0.01
F -1.8609 -1.2254 -4.8991 -0.01 0.00 0.00
C 0.2468 -1.0798 -5.8634 0.02 0.00 0.00
F -0.3175 -0.9834 -7.0683 0.00 0.00 0.00
O 2.0464 1.9096 4.9113 0.01 -0.22 0.05
C 2.3677 0.6089 4.7149 -0.05 0.22 0.07
O 3.0056 0.0109 5.5314 0.04 -0.10 -0.02
C 1.8976 0.0129 3.4427 0.07 0.01 0.00
C 2.5971 -0.9410 2.7253 0.05 0.08 0.16
N 1.8782 -1.2176 1.6435 -0.08 0.01 -0.03
N 0.7204 -0.5193 1.6175 0.40 0.57 -0.24
C 0.7174 0.2511 2.7033 -0.06 -0.39 0.12
C 1.2974 2.7933 1.2180 -0.11 -0.52 -0.02
O 1.8016 3.2617 2.1485 0.14 0.36 0.18
O 0.7878 2.2566 0.3297 0.10 0.55 -0.27
H 1.6923 2.2953 4.1004 0.03 0.08 -0.06
H 3.5457 -1.4088 2.9272 -0.01 -0.01 0.02
H 2.0983 -1.8336 0.8772 -0.02 0.00 -0.03
C -1.1298 -2.0400 3.9217 0.01 0.02 0.01
Ge -1.9202 -0.2713 3.6955 -0.17 -0.05 0.06
C -2.5771 0.4100 5.4024 0.02 0.02 -0.01
C -3.3225 -0.2973 2.3407 0.02 -0.02 -0.01
C -0.5061 0.9939 3.0610 -0.06 0.31 0.04
H -1.8551 -2.6988 4.4000 0.01 -0.01 -0.01
H -0.2408 -1.9980 4.5525 0.00 0.00 0.01
H -0.8573 -2.4682 2.9570 -0.01 0.00 0.01
H -3.3414 -0.2527 5.8087 0.00 0.00 -0.01
H -3.0135 1.4025 5.2861 0.00 0.00 -0.01
H -1.7619 0.4743 6.1241 0.00 0.00 0.00
H -4.2045 -0.8217 2.7089 0.01 -0.01 0.00
H -2.9702 -0.8055 1.4420 0.00 0.02 -0.01
H -3.6173 0.7168 2.0690 0.00 0.00 0.01
H -0.3313 1.7235 3.8495 0.03 -0.02 0.04
H -0.9154 1.5213 2.1980 -0.01 -0.06 -0.04

---

79
Properties=species:S:1:pos:R:3:forces:R:3 method="wB97M-V/def2-TZVPD" orbital_gap_ha="0.242 / 0.244" lumo_energy_ev="-6.495 / -6.446" total_energy_ha=-4327.8709 charge=+2 de_lowest_kcal_mol=0.0 spin_multiplicity=2 fmax_ha_per_bohr=0.0050
Mn -1.8335 -0.4120 0.5123 0.04 -0.06 -0.22
S -3.2483 1.2155 -0.3572 0.02 0.09 0.02
C -4.8363 0.4518 -0.4487 -0.03 -0.03 0.01
C -5.8819 1.1637 -1.0251 -0.01 0.00 0.00
C -7.1632 0.6336 -0.9951 0.01 -0.01 0.01
C -7.3923 -0.5989 -0.4004 -0.01 0.01 -0.01
C -6.3439 -1.3187 0.1588 0.02 0.00 0.01
C -5.0630 -0.7876 0.1514 -0.05 0.03 0.00
S -3.7074 -1.7683 0.7512 0.05 -0.05 -0.01
C -3.8289 -1.6681 2.5627 -0.06 0.07 0.06
C -3.0979 -0.4986 3.1688 -0.03 -0.04 0.00
C -3.3417 -0.1316 4.4825 -0.01 -0.01 -0.02
C -2.6655 0.9502 5.0150 0.04 0.04 -0.04
C -1.7997 1.6722 4.2045 -0.04 -0.03 0.02
C -1.6145 1.2691 2.8976 0.01 0.01 -0.03
C -0.8201 2.1191 1.9363 -0.04 0.02 0.04
S -0.0499 1.0292 0.7059 0.09 0.03 0.01
C 0.0135 1.9147 -0.8297 -0.01 0.03 -0.04
C 0.9685 2.9015 -1.0122 -0.01 0.01 -0.02
C 1.0992 3.5125 -2.2545 0.00 0.00 0.02
C 0.2990 3.1210 -3.3157 0.00 0.01 -0.01
C -0.6514 2.1221 -3.1451 0.01 0.01 -0.01
C -0.7911 1.5202 -1.9041 0.01 0.01 0.07
S -2.0033 0.2266 -1.7321 0.04 -0.04 -0.10
N -2.2144 0.1620 2.4052 -0.01 0.02 0.18
H -5.6944 2.1256 -1.4838 0.01 0.00 0.00
H -7.9817 1.1823 -1.4396 0.00 0.00 0.00
H -8.3910 -1.0134 -0.3858 0.00 0.00 0.00
H -6.5210 -2.2972 0.5870 0.00 0.00 0.00
H -3.4178 -2.6071 2.9380 0.03 -0.01 -0.03
H -4.8833 -1.6449 2.8379 0.01 -0.02 0.01
H -4.0519 -0.6928 5.0740 0.00 0.01 0.01
H -2.8272 1.2457 6.0427 0.00 0.00 0.01
H -1.2880 2.5494 4.5745 0.00 0.00 0.02
H -0.0614 2.6950 2.4616 0.01 0.00 -0.02
H -1.4896 2.8087 1.4184 0.00 0.00 0.00
H 1.6265 3.1744 -0.1969 0.00 0.00 0.00
H 1.8454 4.2830 -2.3940 0.00 0.00 0.00
H 0.4145 3.5897 -4.2833 -0.01 0.00 0.00
H -1.2765 1.8108 -3.9717 0.00 0.00 0.00
C -1.3154 -4.1207 1.2487 -0.01 -0.08 0.02
C -0.5965 -3.4870 0.0780 0.01 0.12 0.02
C -1.3466 -3.5773 -1.2338 -0.02 -0.03 -0.03
C 0.7926 -4.0959 -0.0628 -0.02 0.00 0.04
O -0.4422 -2.0054 0.3922 0.07 -0.13 0.16
H -1.3285 -5.2021 1.1074 0.00 0.00 0.02
H -2.3531 -3.8042 1.3260 0.01 0.01 -0.04
H -0.7927 -3.9077 2.1813 0.01 0.01 0.00
H -1.4993 -4.6268 -1.4872 0.00 0.00 -0.02
H -0.7695 -3.1153 -2.0358 0.01 0.00 0.00
H -2.3257 -3.1035 -1.1828 -0.01 0.00 0.03
H 0.6762 -5.1483 -0.3190 0.01 0.00 -0.01
H 1.3556 -4.0402 0.8689 0.00 0.00 0.00
H 1.3650 -3.6322 -0.8687 0.00 0.00 -0.01
C 6.9148 1.8230 -0.8107 0.02 0.00 0.01
C 5.6779 1.4006 -1.6018 0.00 -0.02 0.04
C 4.9920 2.6675 -2.1338 -0.01 0.01 0.00
C 6.1267 0.5261 -2.7802 0.00 -0.01 -0.02
C 4.6838 0.6131 -0.7454 -0.02 0.03 -0.08
C 4.9320 0.2894 0.5885 -0.01 -0.01 0.04
C 4.0280 -0.4243 1.3806 0.04 0.04 -0.05
C 2.8585 -0.8033 0.7767 -0.07 -0.03 0.05
O 1.7632 -1.4750 1.3205 0.11 0.01 -0.07
B 0.8695 -1.5343 0.2838 -0.24 -0.04 -0.08
O 1.3399 -0.9837 -0.8925 0.04 0.05 0.03
C 2.6017 -0.5019 -0.5497 0.00 0.01 -0.02
C 3.4782 0.1998 -1.3338 0.05 -0.03 0.06
H 7.5813 2.3907 -1.4604 0.00 0.01 0.00
H 7.4760 0.9633 -0.4420 -0.01 -0.01 0.00
H 6.6569 2.4595 0.0377 0.01 0.01 0.00
H 5.6879 3.2416 -2.7469 0.01 0.00 0.00
H 4.6649 3.3049 -1.3084 0.00 0.00 0.00
H 4.1249 2.4312 -2.7542 0.00 -0.01 0.00
H 6.8311 1.0745 -3.4071 0.00 0.00 0.00
H 5.2859 0.2249 -3.4071 0.00 0.01 -0.01
H 6.6220 -0.3788 -2.4254 0.00 0.00 0.01
H 5.8612 0.5974 1.0437 0.01 0.00 0.00
H 4.2440 -0.6618 2.4126 -0.01 0.00 0.01
H 3.2432 0.4116 -2.3682 -0.01 0.00 -0.01

---

6
Properties=species:S:1:pos:R:3:forces:R:3 method="wB97M-V/def2-TZVPD" orbital_gap_ha=0.385 lumo_energy_ev=0.704 total_energy_ha=-798.7475 smiles=S.S de_lowest_kcal_mol=1.2 fmax_ha_per_bohr=0.0053
S -0.6197 -2.7828 -2.4673 0.26 0.05 0.06
H -0.0195 -1.9646 -1.5829 -0.09 -0.12 -0.13
H 0.5612 -3.2215 -2.9414 -0.17 0.06 0.07
S -0.2945 2.4919 1.8232 0.14 0.07 0.22
H 0.8075 2.0104 2.4278 -0.16 0.07 -0.09
H -0.4351 3.4667 2.7407 0.02 -0.14 -0.13

---

63
Properties=species:S:1:pos:R:3:forces:R:3 method="wB97M-V/def2-TZVPD" orbital_gap_ha="0.275 / 0.220" lumo_energy_ev="-3.287 / -4.985" total_energy_ha=-3049.4426 charge=+1 de_lowest_kcal_mol=0.0 spin_multiplicity=6 fmax_ha_per_bohr=0.0340
Fe -0.4062 0.5555 -0.3560 0.79 0.03 0.00
C -4.8458 0.7395 -0.0576 0.28 -0.27 0.32
C -3.5400 0.6234 -0.5395 0.10 0.51 -0.37
N -2.4689 0.6457 0.2335 0.48 -0.03 -1.47
C -2.6058 0.6675 1.5403 -0.69 0.12 1.60
C -3.8879 0.6524 2.1450 0.34 0.40 0.13
C -5.0374 0.7209 1.3097 1.29 -0.15 -0.50
C -3.9193 0.6106 3.5719 -0.14 -0.81 -0.55
C -2.8205 0.3019 4.3234 0.27 0.29 0.13
C -1.5593 0.3149 3.7073 0.10 -0.04 0.42
C -1.4144 0.6770 2.3776 0.52 0.49 -0.28
N -0.2532 1.0218 1.7654 -0.39 -0.40 -1.01
C 1.0000 1.2080 2.3241 -0.96 -1.12 0.09
C 1.2144 1.6182 3.6173 0.48 0.07 -0.81
C 2.5393 1.7374 4.0564 0.09 0.08 0.45
C 3.6098 1.3328 3.3031 1.06 0.37 -0.39
C 3.4459 0.9019 1.9404 -0.69 -0.23 0.60
C 4.4733 0.5227 1.0416 0.91 0.36 0.61
C 4.1746 0.1666 -0.2502 0.23 0.25 0.72
C 2.8291 0.1599 -0.5829 -1.09 -0.44 -1.04
N 1.8243 0.4700 0.2301 0.19 -0.33 -1.61
C 2.1126 0.8329 1.4721 0.07 0.84 0.81
H -5.6573 0.8051 -0.7674 -0.09 -0.10 0.11
H -3.3252 0.5693 -1.5980 -0.17 -0.02 -0.12
H -6.0300 0.6968 1.6925 -0.52 0.16 0.52
H -4.8693 0.6370 4.0276 -0.99 0.14 0.56
H -2.9350 0.1309 5.4002 0.19 0.00 -0.53
H -0.6499 0.0552 4.2232 -0.06 0.03 0.40
H 0.3844 1.9090 4.2348 -0.02 0.17 0.16
H 2.6387 2.1915 5.0314 0.53 -0.20 0.13
H 4.6483 1.4297 3.6723 -0.79 -0.06 -0.07
H 5.5271 0.5570 1.3756 -0.72 -0.02 -0.13
H 4.9463 -0.0716 -0.9800 -0.29 -0.04 0.22
H 2.5426 -0.1614 -1.5921 -0.03 0.25 0.33
N -0.2863 1.4300 -3.5922 -0.02 -0.68 0.17
C 0.0884 2.5219 -2.9232 -1.30 0.60 0.01
C 0.2838 3.7174 -3.6383 0.77 -0.46 0.44
C 0.6542 4.8391 -2.9700 -0.02 0.96 -0.46
C 0.7098 4.8107 -1.5764 0.47 0.26 0.23
C 0.4012 3.6262 -0.9549 0.02 0.77 0.21
N 0.0439 2.5007 -1.5893 0.40 -0.77 0.68
H -0.3842 1.4713 -4.5617 -0.01 0.28 -1.47
H -0.3064 0.5058 -3.2143 0.05 -0.35 0.58
H 0.2908 3.6564 -4.6967 -0.14 0.14 -0.83
H 0.8774 5.7512 -3.5485 -0.10 -0.48 0.49
H 1.0575 5.6781 -1.0087 -0.33 -0.39 -0.14
H 0.4050 3.6198 0.1204 -0.02 -0.35 0.34
O -0.2620 -0.8080 -2.0294 0.38 0.35 -0.30
C -0.0936 -1.7924 -1.2449 -0.80 0.15 0.91
O -0.2909 -1.6333 -0.0130 0.23 0.34 0.00
C 0.2159 -3.1430 -1.7404 0.32 0.57 -0.28
C 0.5065 -3.3702 -3.0912 -0.36 -0.02 0.55
C 0.6893 -4.6711 -3.5124 0.08 -0.01 -0.52
C 0.6514 -5.7197 -2.5958 -0.17 0.05 -0.81
C 0.3288 -5.4282 -1.2967 0.32 -0.72 0.84
C 0.1495 -4.1558 -0.8037 0.01 -0.53 -1.00
N 0.1942 -6.5756 -0.3454 0.11 0.76 -0.71
O 0.6262 -7.6417 -0.7301 -0.25 -0.04 0.62
O -0.3538 -6.3207 0.7064 0.19 -0.59 0.06
H 0.5461 -2.5367 -3.7898 -0.09 -0.18 0.21
H 0.8007 -4.8403 -4.5821 0.27 -0.24 0.31
H 0.8231 -6.7468 -2.8985 -0.11 0.15 0.07
H -0.0517 -3.9754 0.2276 -0.18 0.13 0.36

---

Please write out number 3 again, unchanged.
43
Properties=species:S:1:pos:R:3:forces:R:3 method="wB97M-V/def2-TZVPD" orbital_gap_ha=0.288 lumo_energy_ev=-0.165 total_energy_ha=-4100.6230 de_lowest_kcal_mol=0.0 fmax_ha_per_bohr=0.0246
Au -0.1337 -0.3088 -0.3649 -0.34 -1.18 0.30
F 2.3912 -0.9208 -6.8305 0.00 0.00 -0.01
C 1.6247 -1.0453 -5.7474 -0.02 0.00 0.01
C 2.1978 -1.1455 -4.4934 -0.01 0.00 0.01
F 3.5278 -1.1220 -4.3659 0.00 0.00 0.00
C 1.3934 -1.2819 -3.3774 0.00 -0.01 -0.02
F 2.0188 -1.3940 -2.1923 0.02 0.00 0.01
C 0.0048 -1.3038 -3.4504 -0.05 0.01 -0.08
S -1.0666 -1.5249 -2.0683 -0.01 0.35 -0.26
C -0.5372 -1.2050 -4.7308 0.02 0.01 0.01
F -1.8609 -1.2254 -4.8991 -0.01 0.00 0.00
C 0.2468 -1.0798 -5.8634 0.02 0.00 0.00
F -0.3175 -0.9834 -7.0683 0.00 0.00 0.00
O 2.0464 1.9096 4.9113 0.01 -0.22 0.05
C 2.3677 0.6089 4.7149 -0.05 0.22 0.07
O 3.0056 0.0109 5.5314 0.04 -0.10 -0.02
C 1.8976 0.0129 3.4427 0.07 0.01 0.00
C 2.5971 -0.9410 2.7253 0.05 0.08 0.16
N 1.8782 -1.2176 1.6435 -0.08 0.01 -0.03
N 0.7204 -0.5193 1.6175 0.40 0.57 -0.24
C 0.7174 0.2511 2.7033 -0.06 -0.39 0.12
C 1.2974 2.7933 1.2180 -0.11 -0.52 -0.02
O 1.8016 3.2617 2.1485 0.14 0.36 0.18
O 0.7878 2.2566 0.3297 0.10 0.55 -0.27
H 1.6923 2.2953 4.1004 0.03 0.08 -0.06
H 3.5457 -1.4088 2.9272 -0.01 -0.01 0.02
H 2.0983 -1.8336 0.8772 -0.02 0.00 -0.03
C -1.1298 -2.0400 3.9217 0.01 0.02 0.01
Ge -1.9202 -0.2713 3.6955 -0.17 -0.05 0.06
C -2.5771 0.4100 5.4024 0.02 0.02 -0.01
C -3.3225 -0.2973 2.3407 0.02 -0.02 -0.01
C -0.5061 0.9939 3.0610 -0.06 0.31 0.04
H -1.8551 -2.6988 4.4000 0.01 -0.01 -0.01
H -0.2408 -1.9980 4.5525 0.00 0.00 0.01
H -0.8573 -2.4682 2.9570 -0.01 0.00 0.01
H -3.3414 -0.2527 5.8087 0.00 0.00 -0.01
H -3.0135 1.4025 5.2861 0.00 0.00 -0.01
H -1.7619 0.4743 6.1241 0.00 0.00 0.00
H -4.2045 -0.8217 2.7089 0.01 -0.01 0.00
H -2.9702 -0.8055 1.4420 0.00 0.02 -0.01
H -3.6173 0.7168 2.0690 0.00 0.00 0.01
H -0.3313 1.7235 3.8495 0.03 -0.02 0.04
H -0.9154 1.5213 2.1980 -0.01 -0.06 -0.04